# C39H31Cl2F4N4O4PPr

A molecular structure, C39H31Cl2F4N4O4PPr at a distorted geometry (ωB97M-V/def2-TZVPD, OMol25).

Its multiplicity is 3. The value obtained for the LUMO energy (alpha / beta) is -3.08 / -3.03 eV. For the total energy, the calculation gives -4202.8588 Ha. The max |F| comes out at 0.0534 hartree/bohr. Its total charge is +1. As for the HOMO-LUMO gap (alpha / beta): 7.4 / 7.4 eV. For the highest occupied orbital energy (alpha / beta), the calculation gives -10.439 / -10.438 eV.

```
86
Properties=species:S:1:pos:R:3:mulliken_spin:R:1
Pr -0.501 -0.674 1.178 1.99
C 2.687 -1.115 2.790 0.00
N 1.308 -0.726 3.115 -0.01
C 0.861 -1.610 4.209 0.00
C 1.327 0.674 3.593 0.01
C -0.078 1.255 3.773 0.00
N -0.790 1.136 2.505 -0.01
C -1.985 1.720 2.363 0.00
C -2.594 1.703 1.084 0.00
F -1.911 0.958 0.083 0.01
C -3.763 2.349 0.750 0.00
F -4.213 2.254 -0.512 0.00
C -4.442 3.091 1.697 0.00
C -3.911 3.103 2.984 0.00
F -4.547 3.799 3.928 0.00
C -2.755 2.430 3.327 0.00
F -2.362 2.450 4.620 0.00
H 3.358 -0.935 3.641 0.00
H 3.061 -0.543 1.937 0.00
H 2.733 -2.179 2.551 0.00
H 1.546 -1.539 5.063 0.00
H 0.840 -2.641 3.853 0.00
H -0.147 -1.352 4.532 0.00
H 1.853 1.282 2.845 0.00
H 1.867 0.738 4.548 0.00
H 0.037 2.308 4.062 0.00
H -0.610 0.742 4.585 0.00
H -5.345 3.623 1.460 0.00
O -5.592 -2.987 2.535 0.00
C -5.512 -3.272 1.254 0.00
O -6.313 -3.961 0.683 0.00
C -4.359 -2.681 0.498 0.00
C -4.283 -2.584 -0.892 0.00
Cl -5.393 -3.163 -2.020 0.00
N -3.099 -2.002 -1.206 0.00
N -2.390 -1.748 -0.086 0.00
C -3.147 -2.135 0.946 -0.01
C -2.561 -2.045 2.339 0.01
O -3.304 -1.869 3.297 0.00
O -1.303 -2.177 2.366 0.00
C -2.569 -1.671 -2.468 0.00
C -3.389 -1.259 -3.512 0.00
C -2.824 -0.996 -4.746 0.00
C -1.456 -1.107 -4.932 0.00
C -0.634 -1.460 -3.874 0.00
C -1.187 -1.743 -2.638 0.01
H -4.826 -2.488 2.924 0.00
H -4.450 -1.157 -3.365 0.00
H -3.455 -0.695 -5.566 0.00
H -1.025 -0.922 -5.901 0.00
H 0.433 -1.524 -4.021 0.00
H -0.564 -2.057 -1.804 0.00
Cl 1.127 -2.745 0.353 0.00
C 2.247 -2.374 -0.939 0.00
C 2.942 -3.433 -1.500 0.00
C 3.804 -3.206 -2.557 0.00
C 3.961 -1.923 -3.053 0.00
C 3.277 -0.868 -2.477 0.00
C 2.411 -1.065 -1.400 0.00
P 1.532 0.353 -0.611 0.02
C 2.917 1.264 0.172 0.00
C 2.580 2.482 0.764 0.00
C 3.566 3.285 1.306 0.00
C 4.889 2.869 1.283 0.00
C 5.221 1.646 0.727 0.00
C 4.242 0.840 0.169 0.00
C 1.246 1.474 -2.029 -0.01
C -0.018 1.496 -2.613 0.00
C -0.256 2.287 -3.723 0.00
C 0.757 3.078 -4.243 0.00
C 2.005 3.089 -3.641 0.00
C 2.253 2.295 -2.537 0.00
H 2.796 -4.430 -1.115 0.00
H 4.338 -4.030 -3.000 0.00
H 4.616 -1.750 -3.893 0.00
H 3.407 0.129 -2.866 0.00
H 1.542 2.797 0.770 0.00
H 3.307 4.238 1.740 0.00
H 5.659 3.502 1.696 0.00
H 6.249 1.317 0.714 0.00
H 4.512 -0.109 -0.276 0.00
H -0.812 0.885 -2.202 0.00
H -1.234 2.286 -4.177 0.00
H 0.578 3.682 -5.118 0.00
H 2.791 3.720 -4.027 0.00
H 3.227 2.323 -2.069 0.00
```